A molecular structure, C30H33BF3N5O6S5SeW, computed with the ωB97M-V functional and the def2-TZVPD basis.

Results
total charge: +2
HOMO energy: -13.420 eV
M: 1050.56 g mol⁻¹

Positions of all 85 atoms, in Å:
W  0.845  -0.401  -0.060
F  -0.441  -1.432  5.056
C  -1.510  -1.929  4.412
F  -1.225  -3.199  4.093
F  -2.535  -1.932  5.255
C  -1.801  -1.113  3.179
C  -2.978  -0.423  3.010
C  -3.177  0.348  1.861
C  -2.179  0.419  0.923
N  -1.028  -0.258  1.093
C  -0.831  -1.026  2.179
S  0.700  -1.782  2.020
H  -3.749  -0.481  3.768
H  -4.104  0.879  1.703
H  -2.276  0.984  0.009
O  1.405  0.926  1.438
S  0.830  1.421  2.802
C  0.948  3.204  2.563
C  2.235  3.673  1.878
C  2.032  4.338  0.517
C  1.779  3.416  -0.683
S  0.037  2.915  -0.860
O  -0.049  1.371  -0.606
C  -0.308  3.171  -2.566
C  0.619  2.984  -3.587
C  0.222  3.196  -4.892
C  -1.087  3.582  -5.171
C  -2.004  3.767  -4.148
C  -1.615  3.566  -2.833
C  2.118  1.074  3.960
C  1.781  1.207  5.303
C  2.754  0.955  6.255
C  4.023  0.551  5.858
C  4.328  0.394  4.512
C  3.373  0.660  3.543
H  0.820  3.619  3.565
H  0.046  3.462  2.000
H  2.934  2.842  1.770
H  2.723  4.391  2.536
H  2.950  4.876  0.275
H  1.252  5.103  0.571
H  2.375  2.504  -0.656
H  2.001  3.959  -1.599
H  1.630  2.670  -3.370
H  0.930  3.062  -5.700
H  -1.388  3.747  -6.197
H  -3.015  4.078  -4.370
H  -2.317  3.724  -2.023
H  0.779  1.490  5.603
H  2.518  1.056  7.306
H  4.775  0.341  6.606
H  5.309  0.053  4.210
H  3.592  0.499  2.498
C  3.506  0.508  -3.838
N  2.917  -0.814  -3.974
C  3.483  -1.835  -4.687
C  2.657  -2.903  -4.562
N  1.595  -2.533  -3.783
B  0.341  -3.433  -3.517
N  0.516  -4.139  -2.125
C  1.057  -5.383  -1.961
C  0.864  -5.764  -0.673
N  0.201  -4.739  -0.052
C  -0.337  -4.841  1.302
C  0.011  -3.746  -0.951
S  -0.852  -2.275  -0.658
C  1.770  -1.262  -3.417
S  0.659  -0.223  -2.571
H  4.587  0.408  -3.881
H  3.226  0.923  -2.875
H  3.165  1.156  -4.645
H  4.414  -1.715  -5.212
H  2.725  -3.888  -4.986
H  -0.636  -2.744  -3.491
H  0.337  -4.293  -4.349
H  1.506  -5.916  -2.780
H  1.110  -6.676  -0.158
H  -0.842  -5.800  1.399
H  -1.052  -4.041  1.457
H  0.463  -4.767  2.034
O  2.727  0.370  -0.497
Se  3.658  -1.067  -0.359
O  4.353  -1.154  1.062
O  2.108  -1.890  -0.266
O  4.445  -1.432  -1.680


A molecular structure, C30H33BrN7O4S2Sn, computed with the ωB97M-V functional and the def2-TZVPD basis.

Results
total charge: +1
HOMO energy: -10.099 eV
M: 818.39 g mol⁻¹

Positions of all 78 atoms, in Å:
Sn  0.175  -0.028  0.371
N  0.091  -0.246  -4.604
C  0.045  -1.621  -4.575
C  0.222  -2.579  -5.566
C  0.082  -3.898  -5.181
C  -0.232  -4.243  -3.859
C  -0.405  -3.285  -2.880
C  -0.250  -1.946  -3.239
N  -0.365  -0.782  -2.491
C  -0.174  0.199  -3.339
C  -0.285  1.614  -3.020
C  -0.112  2.653  -3.890
S  -0.426  4.139  -3.111
C  -0.764  3.274  -1.663
N  -0.649  1.991  -1.754
H  0.226  0.316  -5.425
H  0.448  -2.306  -6.588
H  0.201  -4.682  -5.918
H  -0.361  -5.288  -3.606
H  -0.661  -3.557  -1.866
H  0.170  2.636  -4.931
H  -1.035  3.794  -0.754
C  4.288  1.115  -3.200
N  3.722  -0.203  -3.001
C  3.805  -1.271  -3.872
C  3.250  -2.329  -3.270
N  2.820  -1.919  -2.007
C  3.102  -0.581  -1.854
S  2.803  0.487  -0.598
C  2.449  -2.859  -1.011
C  3.064  -4.105  -1.075
C  2.716  -5.069  -0.152
C  1.787  -4.752  0.820
C  1.253  -3.477  0.824
N  1.563  -2.536  -0.077
H  4.798  1.138  -4.159
H  4.995  1.338  -2.402
H  3.506  1.873  -3.173
H  4.237  -1.177  -4.853
H  3.074  -3.324  -3.638
H  3.823  -4.305  -1.817
H  3.173  -6.049  -0.189
H  1.490  -5.470  1.571
H  0.534  -3.188  1.576
O  -6.832  0.529  -0.097
C  -5.496  0.481  0.006
C  -4.689  1.616  0.092
C  -3.325  1.446  0.190
N  -2.729  0.254  0.200
C  -3.512  -0.807  0.122
Br  -2.649  -2.481  0.138
C  -4.888  -0.769  0.026
H  -7.150  1.437  -0.106
H  -5.123  2.609  0.087
H  -2.658  2.296  0.267
H  -5.485  -1.667  -0.031
C  1.968  3.612  0.799
C  0.937  3.873  1.872
O  0.045  2.770  2.002
C  -0.626  2.853  3.259
C  -1.697  1.794  3.381
H  2.595  4.493  0.664
H  1.492  3.369  -0.149
H  2.596  2.772  1.090
H  0.357  4.781  1.658
H  1.450  4.030  2.827
H  -1.071  3.851  3.355
H  0.112  2.737  4.061
H  -2.480  1.936  2.638
H  -2.148  1.852  4.372
H  -1.274  0.801  3.250
C  0.880  -1.633  4.233
C  0.618  -1.132  2.835
O  1.527  -0.495  2.232
O  -0.497  -1.346  2.278
H  1.931  -1.886  4.345
H  0.247  -2.488  4.458
H  0.649  -0.829  4.934


A molecular structure, C30H33CrN7SSi at a distorted geometry, computed with the ωB97M-V functional and the def2-TZVPD basis.

Results
total charge: 0
multiplicity: 5
<S²>: 6.025
HOMO energy (spin up / spin down): -5.517 / -5.622 eV
M: 603.79 g mol⁻¹

Positions of all 73 atoms, in Å:
Cr  -0.193  1.590  0.080
C  4.269  1.899  0.592
C  2.973  2.005  0.068
N  1.894  1.708  0.711
C  2.023  1.123  1.983
C  3.303  0.864  2.519
C  4.389  1.291  1.784
C  3.372  0.175  3.782
C  2.221  -0.068  4.490
C  0.992  0.374  4.005
C  0.833  0.904  2.721
N  -0.323  1.310  2.071
C  -1.597  1.514  2.683
C  -1.951  1.800  4.002
C  -3.311  2.093  4.314
C  -4.225  2.182  3.315
C  -3.993  1.902  1.961
C  -4.950  2.007  0.921
C  -4.463  1.616  -0.322
C  -3.158  1.255  -0.593
N  -2.194  1.359  0.356
C  -2.634  1.570  1.636
H  5.022  2.267  -0.008
H  2.848  2.492  -0.906
H  5.320  1.065  2.250
H  4.343  0.039  4.274
H  2.177  -0.516  5.526
H  0.095  0.226  4.655
H  -1.091  2.033  4.670
H  -3.613  2.188  5.328
H  -5.231  2.285  3.656
H  -5.965  2.253  1.118
H  -5.092  1.672  -1.172
H  -2.880  1.072  -1.667
C  2.422  0.987  -2.986
C  1.366  0.306  -2.062
N  0.166  0.918  -1.809
N  -0.192  1.759  -2.845
C  -0.694  2.984  -2.656
N  -1.199  3.724  -3.680
S  -0.501  3.817  -1.220
C  1.739  -0.827  -1.436
C  3.075  -1.367  -1.223
C  3.418  -2.149  -0.133
C  2.483  -2.460  0.913
C  1.238  -2.244  0.541
N  0.771  -1.488  -0.527
H  2.296  0.595  -3.982
H  3.417  0.791  -2.594
H  2.201  2.105  -2.926
H  -0.275  1.323  -3.764
H  -1.393  3.362  -4.635
H  -1.505  4.614  -3.402
H  3.846  -1.156  -1.983
H  4.437  -2.546  -0.060
H  2.798  -3.064  1.807
H  0.352  -2.611  1.129
C  -1.486  -2.726  -3.640
Si  -1.004  -3.344  -1.946
C  -2.534  -4.125  -1.181
C  0.300  -4.610  -1.816
C  -0.633  -1.777  -0.942
H  -1.189  -1.681  -3.816
H  -2.619  -2.779  -3.709
H  -1.126  -3.222  -4.547
H  -3.014  -4.799  -1.965
H  -3.326  -3.482  -0.778
H  -2.232  -4.673  -0.251
H  -0.170  -5.522  -2.251
H  0.593  -4.971  -0.792
H  1.251  -4.465  -2.280
H  -1.239  -1.887  -0.026
H  -1.046  -0.857  -1.328


Looking at energy relative to the best compared isomer or geometry (same formula, charge and spin) for the records above, in order, we have 0.974, 0.636, 0.370 eV.